(1)
DFT (ωB97M-V with the def2-TZVPD basis set) results for a 3-piece molecular cluster, CHF3N2OS overall in a non-equilibrium geometry.

The geometry in ORCA input format:
```
! RIJCOSX wB97M-V def2-TZVPD def2/J DEFGRID3
* xyz 0 1
N 3.6034 -0.5385 -0.0427
N 3.8610 0.5494 -0.2079
S 4.3405 1.9891 -0.2157
O 1.0483 -1.1126 -0.4934
C 1.4042 -2.0273 0.0869
F 1.5227 -1.9925 1.4012
F 1.8243 -3.2364 -0.2956
F -0.2609 1.6210 -1.0096
H -0.7125 0.8920 -1.4499
*
```

As for the HOMO energy: -10.02 eV. As for the SMILES: N#[N+][S-].O=C(F)F.F. Its HOMO-LUMO gap is 0.3826 Ha. The LUMO energy comes out at 0.4 eV. Its maximum force is 4.348 eV Å⁻¹. For the relative energy (zero: lowest compared OMol25 entry of this formula, charge and spin), the calculation gives 9.5 kcal/mol.

(2)
DFT (ωB97M-V with the def2-TZVPD basis set) results for a 3-piece molecular cluster, CHF3N2OS overall in a non-equilibrium geometry.

The geometry in ORCA input format:
```
! RIJCOSX wB97M-V def2-TZVPD def2/J DEFGRID3
* xyz 0 3
C -1.2801 -1.7979 0.0615
N 0.4717 1.0496 -0.3688
N 0.2091 2.0697 0.0975
O -0.5095 -2.6118 0.3719
F 2.7845 -0.0295 -0.1263
F -1.7303 -0.8417 0.8650
F -1.7330 -1.6135 -1.1769
S -0.0420 3.4453 0.6219
H 1.8295 0.3299 -0.3458
*
```

As for the HOMO energy (spin up / spin down): -7.44 / -10.89 eV. Its HOMO-LUMO gap (spin up / spin down) is 0.2499 / 0.2342 Ha. The LUMO energy (spin up / spin down) comes out at -0.6 / -4.5 eV. Its maximum force is 4.773 eV Å⁻¹. For the relative energy (zero: lowest compared OMol25 entry of this formula, charge and spin), the calculation gives 13.6 kcal/mol. Its expectation value of S² is 2.02.

(3)
DFT (ωB97M-V with the def2-TZVPD basis set) results for CHF3N3 as an isolated structure in a non-equilibrium geometry.

The geometry in ORCA input format:
```
! RIJCOSX wB97M-V def2-TZVPD def2/J DEFGRID3
* xyz 1 3
C 2.6485 -0.2163 0.1075
N 1.8878 -1.1788 0.0814
N 1.3720 0.0038 0.7935
N 0.3620 0.7043 0.1780
F 3.7056 0.3981 0.1001
F 0.1720 1.8278 0.8610
F 0.5774 1.0223 -1.2252
H -0.8087 0.0517 0.2328
*
```

As for the HOMO energy (spin up / spin down): -12.14 / -17.93 eV. Its HOMO-LUMO gap (spin up / spin down) is 0.2134 / 0.3095 Ha. The LUMO energy (spin up / spin down) comes out at -6.3 / -9.5 eV. Its maximum force is 12.790 eV Å⁻¹. For the relative energy (zero: lowest compared OMol25 entry of this formula, charge and spin), the calculation gives 71.1 kcal/mol. Its expectation value of S² is 2.01.

(4)
DFT (ωB97M-V with the def2-TZVPD basis set) results for an isolated ion of composition CHF3NO2S and charge -1.

The geometry in ORCA input format:
```
! RIJCOSX wB97M-V def2-TZVPD def2/J DEFGRID3
* xyz -1 1
N -0.2733 -0.1414 0.2801
S -0.4407 0.7089 -0.9900
O -0.2775 0.0526 -2.2797
O 0.0278 2.0874 -0.9579
C -2.3035 0.9120 -0.8714
F -2.7809 1.6455 -1.8946
F -2.9680 -0.2548 -0.9080
F -2.6981 1.5365 0.2504
H 0.6907 -0.3788 0.4235
*
```

As for the HOMO energy: -4.44 eV. As for the SMILES: N=[S@](=O)([O-])C(F)(F)F. Its HOMO-LUMO gap is 0.3095 Ha. The LUMO energy comes out at 4.0 eV. Its maximum force is 0.914 eV Å⁻¹. For the relative energy (zero: lowest compared OMol25 entry of this formula, charge and spin), the calculation gives 14.8 kcal/mol.

(5)
DFT (ωB97M-V with the def2-TZVPD basis set) results for CHF3NO4S2V as an isolated structure in a non-equilibrium geometry.

The geometry in ORCA input format:
```
! RIJCOSX wB97M-V def2-TZVPD def2/J DEFGRID3
* xyz -1 4
N -0.7269 1.7751 0.5512
S 0.9492 2.1055 0.8192
O 2.2389 0.4520 0.9850
S -1.1414 0.7071 -0.4935
O -0.0206 0.1058 -1.3151
O -2.3416 1.0266 -1.2736
C -1.6923 -0.7785 0.4993
F -0.6936 -1.2362 1.2415
F -2.6920 -0.4267 1.2983
F -2.1077 -1.7519 -0.3019
V 1.8104 0.4467 -0.8570
O 3.2167 -0.7416 -0.4886
H 3.2008 -1.6840 -0.6648
*
```

As for the HOMO energy (spin up / spin down): -3.13 / -4.97 eV. Its HOMO-LUMO gap (spin up / spin down) is 0.2325 / 0.2898 Ha. The LUMO energy (spin up / spin down) comes out at 3.2 / 2.9 eV. Its maximum force is 4.720 eV Å⁻¹. For the relative energy (zero: lowest compared OMol25 entry of this formula, charge and spin), the calculation gives 2.2 kcal/mol. Its expectation value of S² is 3.80.

(6)
DFT (ωB97M-V with the def2-TZVPD basis set) results for a 2-piece molecular cluster, CHF3O overall in a non-equilibrium geometry.

The geometry in ORCA input format:
```
! RIJCOSX wB97M-V def2-TZVPD def2/J DEFGRID3
* xyz 0 1
C 0.5427 1.2481 -0.3542
O -0.6568 -1.7256 0.3630
F -0.2301 2.0034 0.2865
F 1.6443 1.3376 0.4445
F -1.4347 -1.0836 -0.5686
H 0.1347 -1.7800 -0.1711
*
```

As for the HOMO energy: -11.72 eV. Its HOMO-LUMO gap is 0.4303 Ha. The LUMO energy comes out at 0.0 eV. Its maximum force is 2.571 eV Å⁻¹. For the relative energy (zero: lowest compared OMol25 entry of this formula, charge and spin), the calculation gives 151.0 kcal/mol.

(7)
DFT (ωB97M-V with the def2-TZVPD basis set) results for one molecule with the formula CHF3O3S in a non-equilibrium geometry.

The geometry in ORCA input format:
```
! RIJCOSX wB97M-V def2-TZVPD def2/J DEFGRID3
* xyz 0 1
C 0.3666 -0.8086 -0.0252
O 0.3740 0.4438 0.3329
O -0.2101 2.8470 0.2260
O -0.6221 -1.5330 0.5918
F 0.3929 -0.8908 -1.3039
F 1.5648 -1.2511 0.3391
F -0.7726 1.3916 -1.6259
S -0.8067 1.5782 0.0316
H -0.2868 -1.7772 1.4336
*
```

As for the HOMO energy: -11.89 eV. Its HOMO-LUMO gap is 0.4508 Ha. The LUMO energy comes out at 0.4 eV. Its maximum force is 5.154 eV Å⁻¹. For the relative energy (zero: lowest compared OMol25 entry of this formula, charge and spin), the calculation gives 5.7 kcal/mol.

(8)
DFT (ωB97M-V with the def2-TZVPD basis set) results for a 2-piece molecular cluster, CHF3OS2 overall in a non-equilibrium geometry.

The geometry in ORCA input format:
```
! RIJCOSX wB97M-V def2-TZVPD def2/J DEFGRID3
* xyz 0 1
F 0.1959 2.8220 0.4470
C 0.4129 1.5359 0.3132
F 1.7255 1.5020 -0.1672
F 0.4918 0.9545 1.5603
S -0.6403 0.5170 -0.7226
H 0.0089 -0.4754 -0.4223
O -0.3998 -3.3310 -0.6757
S -1.7949 -3.5251 -0.3327
*
```

As for the HOMO energy (spin up / spin down): -9.58 / -9.57 eV. As for the SMILES: FC(F)(F)S.O=S. Its HOMO-LUMO gap (spin up / spin down) is 0.2867 / 0.2859 Ha. The LUMO energy (spin up / spin down) comes out at -1.8 / -1.8 eV. Its maximum force is 4.910 eV Å⁻¹. For the relative energy (zero: lowest compared OMol25 entry of this formula, charge and spin), the calculation gives 8.6 kcal/mol.

(9)
DFT (ωB97M-V with the def2-TZVPD basis set) results for a 2-piece molecular cluster, CHF4N2O overall in a non-equilibrium geometry.

The geometry in ORCA input format:
```
! RIJCOSX wB97M-V def2-TZVPD def2/J DEFGRID3
* xyz 1 1
C 2.9762 -2.0295 -1.3709
N -0.5170 1.7246 0.7088
N 0.4444 1.2223 0.8714
O 1.5414 0.6888 1.1242
F 2.9774 -3.0608 -0.6045
F 4.1578 -1.3305 -1.3630
F 2.6078 -2.3630 -2.5941
F 2.0675 -1.1024 -0.9507
H 2.1377 0.3946 0.3335
*
```

As for the HOMO energy: -18.96 eV. Its HOMO-LUMO gap is 0.4707 Ha. The LUMO energy comes out at -6.2 eV. Its maximum force is 2.442 eV Å⁻¹. For the relative energy (zero: lowest compared OMol25 entry of this formula, charge and spin), the calculation gives 0.0 kcal/mol.

(10)
DFT (ωB97M-V with the def2-TZVPD basis set) results for a 2-piece molecular cluster, CHF4NO overall in a non-equilibrium geometry.

The geometry in ORCA input format:
```
! RIJCOSX wB97M-V def2-TZVPD def2/J DEFGRID3
* xyz 0 1
C 0.4892 -0.8344 0.3789
N -0.8885 1.1392 -1.2123
O -0.3651 -0.9076 -0.5055
F 1.5435 -1.6902 0.2630
F 0.0219 -1.1453 1.6625
F 0.2101 1.8139 -0.9777
F -1.6907 1.4066 -0.2006
H 0.6795 0.2179 0.5917
*
```

As for the HOMO energy (spin up / spin down): -12.81 / -11.64 eV. Its HOMO-LUMO gap (spin up / spin down) is 0.4112 / 0.3047 Ha. The LUMO energy (spin up / spin down) comes out at -1.6 / -3.3 eV. Its maximum force is 4.883 eV Å⁻¹. For the relative energy (zero: lowest compared OMol25 entry of this formula, charge and spin), the calculation gives 74.4 kcal/mol.

(11)
DFT (ωB97M-V with the def2-TZVPD basis set) results for a 2-piece molecular cluster, CHFI2 overall in a non-equilibrium geometry.

The geometry in ORCA input format:
```
! RIJCOSX wB97M-V def2-TZVPD def2/J DEFGRID3
* xyz 0 1
C -0.6871 0.7696 0.3586
F -0.5434 0.4102 1.6291
I -3.6685 -0.9186 0.0373
I -0.3899 2.8184 -0.0179
H -1.6328 0.1362 -0.0859
*
```

As for the HOMO energy (spin up / spin down): -8.94 / -10.06 eV. Its HOMO-LUMO gap (spin up / spin down) is 0.2061 / 0.3278 Ha. The LUMO energy (spin up / spin down) comes out at -3.3 / -1.1 eV. Its maximum force is 2.267 eV Å⁻¹. For the relative energy (zero: lowest compared OMol25 entry of this formula, charge and spin), the calculation gives 59.4 kcal/mol.

(12)
DFT (ωB97M-V with the def2-TZVPD basis set) results for CHFIPS as an isolated structure in a non-equilibrium geometry.

The geometry in ORCA input format:
```
! RIJCOSX wB97M-V def2-TZVPD def2/J DEFGRID3
* xyz 0 1
C -0.2037 0.8691 -0.5849
F 1.0762 0.5454 -0.8914
P -0.1536 -0.3243 1.4661
S -1.2091 -0.5121 -0.3401
I 1.0936 -2.4081 1.6358
H -0.6033 1.8301 -1.2855
*
```

As for the HOMO energy (spin up / spin down): -8.68 / -8.43 eV. Its HOMO-LUMO gap (spin up / spin down) is 0.2675 / 0.2627 Ha. The LUMO energy (spin up / spin down) comes out at -1.4 / -1.3 eV. Its maximum force is 3.765 eV Å⁻¹. For the relative energy (zero: lowest compared OMol25 entry of this formula, charge and spin), the calculation gives 51.4 kcal/mol.

(13)
DFT (ωB97M-V with the def2-TZVPD basis set) results for a 2-piece molecular cluster, CHFN2O2S overall in a non-equilibrium geometry.

The geometry in ORCA input format:
```
! RIJCOSX wB97M-V def2-TZVPD def2/J DEFGRID3
* xyz 0 1
C 0.4217 -1.3893 0.2531
N 1.1752 -1.3721 -0.6370
N -0.4430 -1.6314 1.1909
O -3.5210 -0.6157 0.9982
O -2.8391 -0.8112 -1.3368
F -2.2189 1.2473 -0.0269
S -2.5613 -0.4023 -0.0104
H -0.5366 -0.9404 2.0100
*
```

As for the HOMO energy (spin up / spin down): -11.35 / -11.87 eV. Its HOMO-LUMO gap (spin up / spin down) is 0.2959 / 0.3054 Ha. The LUMO energy (spin up / spin down) comes out at -3.3 / -3.6 eV. Its maximum force is 2.113 eV Å⁻¹. For the relative energy (zero: lowest compared OMol25 entry of this formula, charge and spin), the calculation gives 66.5 kcal/mol.

(14)
DFT (ωB97M-V with the def2-TZVPD basis set) results for a 2-piece molecular cluster, CHFN2O2S overall in a non-equilibrium geometry.

The geometry in ORCA input format:
```
! RIJCOSX wB97M-V def2-TZVPD def2/J DEFGRID3
* xyz 0 1
C 0.1462 -1.4464 0.3154
N 0.0834 -2.6251 0.2276
N 0.2098 -0.2394 0.6650
O -3.0837 1.1742 0.2269
O -2.8795 -1.3018 0.7874
F -2.2684 -0.4610 -1.5414
S -2.4612 -0.1192 0.1057
H 0.3011 0.3881 -0.0803
*
```

As for the HOMO energy (spin up / spin down): -11.16 / -11.73 eV. Its HOMO-LUMO gap (spin up / spin down) is 0.2938 / 0.3107 Ha. The LUMO energy (spin up / spin down) comes out at -3.2 / -3.3 eV. Its maximum force is 2.098 eV Å⁻¹. For the relative energy (zero: lowest compared OMol25 entry of this formula, charge and spin), the calculation gives 67.5 kcal/mol.

(15)
DFT (ωB97M-V with the def2-TZVPD basis set) results for one molecule with the formula CHFN2O5 in a non-equilibrium geometry.

The geometry in ORCA input format:
```
! RIJCOSX wB97M-V def2-TZVPD def2/J DEFGRID3
* xyz 0 1
O -1.6663 1.2297 -0.4952
N -1.1576 0.3889 0.2079
O -1.6683 -0.0129 1.2087
C 0.2021 -0.2023 -0.3105
O 0.7625 0.6071 -1.2430
F -0.2641 -1.3555 -0.8679
N 1.0504 -0.4283 0.8603
O 1.1776 -1.5396 1.2478
O 1.5120 0.6281 1.2304
H 0.0517 0.6848 -1.8384
*
```

As for the HOMO energy: -12.26 eV. As for the SMILES: O=[N+]([O-])C(O)(F)[N+](=O)[O-]. Its HOMO-LUMO gap is 0.4111 Ha. The LUMO energy comes out at -1.1 eV. Its maximum force is 3.243 eV Å⁻¹. For the relative energy (zero: lowest compared OMol25 entry of this formula, charge and spin), the calculation gives 0.0 kcal/mol.

(16)
DFT (ωB97M-V with the def2-TZVPD basis set) results for a 2-piece molecular cluster, CHFNO3 overall in a non-equilibrium geometry.

The geometry in ORCA input format:
```
! RIJCOSX wB97M-V def2-TZVPD def2/J DEFGRID3
* xyz -1 1
C 0.6565 -0.3248 2.0582
N -0.5076 -0.7863 2.2497
O 0.1868 -0.9884 0.8268
O 1.6077 0.2751 2.4329
O -0.5104 0.9088 -0.7619
F -0.9626 0.3001 -1.8998
H -0.0986 0.0258 -0.2004
*
```

As for the HOMO energy: -4.25 eV. Its HOMO-LUMO gap is 0.3182 Ha. The LUMO energy comes out at 4.4 eV. Its maximum force is 3.355 eV Å⁻¹. For the relative energy (zero: lowest compared OMol25 entry of this formula, charge and spin), the calculation gives 54.8 kcal/mol.

(17)
DFT (ωB97M-V with the def2-TZVPD basis set) results for CHFO2Y as an isolated structure in a non-equilibrium geometry.

The geometry in ORCA input format:
```
! RIJCOSX wB97M-V def2-TZVPD def2/J DEFGRID3
* xyz 3 1
F -2.3065 1.6147 0.1918
O 0.0651 1.4500 -0.1824
Y 2.2421 1.1830 0.3217
O -0.6954 0.2411 -0.2509
C -1.9115 0.4105 -0.1041
H -2.5911 -0.4402 0.0046
*
```

As for the HOMO energy: -26.55 eV. Its HOMO-LUMO gap is 0.3379 Ha. The LUMO energy comes out at -17.4 eV. Its maximum force is 4.946 eV Å⁻¹. For the relative energy (zero: lowest compared OMol25 entry of this formula, charge and spin), the calculation gives 0.0 kcal/mol.

(18)
DFT (ωB97M-V with the def2-TZVPD basis set) results for one molecule with the formula CHFOS2 in a non-equilibrium geometry.

The geometry in ORCA input format:
```
! RIJCOSX wB97M-V def2-TZVPD def2/J DEFGRID3
* xyz 0 1
F -2.9994 1.5912 -0.0408
C -2.8002 0.2505 0.0150
S -3.9991 -0.7709 0.0261
O -1.5745 -0.1330 -0.0696
S -0.2212 0.9121 0.0495
H 0.6106 0.0313 -0.5941
*
```

As for the HOMO energy: -9.46 eV. As for the SMILES: FC(=S)OS. Its HOMO-LUMO gap is 0.3376 Ha. The LUMO energy comes out at -0.3 eV. Its maximum force is 1.894 eV Å⁻¹. For the relative energy (zero: lowest compared OMol25 entry of this formula, charge and spin), the calculation gives 22.5 kcal/mol.

(19)
DFT (ωB97M-V with the def2-TZVPD basis set) results for a 2-piece molecular cluster, CHFOS2 overall in a non-equilibrium geometry.

The geometry in ORCA input format:
```
! RIJCOSX wB97M-V def2-TZVPD def2/J DEFGRID3
* xyz 0 1
O 1.2737 2.6661 -0.4041
C 0.3552 2.7551 -1.0701
S -0.8453 3.0920 -2.0025
F 0.2812 0.2600 -0.5117
S 1.6888 -0.1101 0.1625
H 1.5387 0.0136 1.4733
*
```

As for the HOMO energy: -9.61 eV. As for the SMILES: O=C=S.FS. Its HOMO-LUMO gap is 0.3598 Ha. The LUMO energy comes out at 0.2 eV. Its maximum force is 2.106 eV Å⁻¹. For the relative energy (zero: lowest compared OMol25 entry of this formula, charge and spin), the calculation gives 6.3 kcal/mol.

(20)
DFT (ωB97M-V with the def2-TZVPD basis set) results for a 2-piece molecular cluster, CHFOS2 overall in a non-equilibrium geometry.

The geometry in ORCA input format:
```
! RIJCOSX wB97M-V def2-TZVPD def2/J DEFGRID3
* xyz 0 1
O 2.4591 1.5325 -0.1083
C 2.6632 0.4047 -0.0056
S 3.1311 -1.1219 0.0131
F 0.4312 0.1661 0.5163
S -0.0142 1.6714 -0.0040
H -1.3641 1.3066 -0.3187
*
```

As for the HOMO energy: -9.73 eV. As for the SMILES: O=C=S.FS. Its HOMO-LUMO gap is 0.3583 Ha. The LUMO energy comes out at 0.0 eV. Its maximum force is 2.728 eV Å⁻¹. For the relative energy (zero: lowest compared OMol25 entry of this formula, charge and spin), the calculation gives 12.7 kcal/mol.